Entry from OMol25: C37H34N3O7P2Ti as an isolated structure (ωB97M-V/def2-TZVPD).

The geometry in XYZ format:
```
84
Properties=species:S:1:pos:R:3:forces:R:3
Ti 0.063771 0.119779 0.859487 -0.154 -0.430 0.033
N -0.669590 -0.793204 2.660757 0.070 0.005 -0.071
C -2.012628 -1.279160 2.252459 -0.014 0.052 -0.004
C -2.699699 -0.067649 1.624099 0.014 0.061 0.067
O -3.855854 0.206210 1.807471 -0.014 -0.030 -0.036
N -1.778778 0.723562 0.956620 0.153 0.058 0.125
C -1.993383 2.156645 0.983502 0.029 0.070 -0.093
C -0.667019 2.789051 1.405409 0.012 -0.025 0.006
O -0.485366 3.942442 1.631259 -0.035 0.027 -0.025
O 0.335315 1.865220 1.463053 -0.042 0.019 -0.142
H -0.052617 -1.537952 2.982737 -0.033 -0.016 -0.007
H -0.750914 -0.111612 3.412442 0.003 -0.029 0.017
H -2.607562 -1.644273 3.086465 0.024 -0.002 0.017
H -1.889056 -2.086517 1.528226 -0.026 -0.007 0.006
H -2.792413 2.431814 1.672794 0.019 -0.003 0.024
H -2.257599 2.563784 0.005375 -0.027 -0.017 0.009
C 3.640129 -1.253916 -1.207308 -0.031 -0.031 0.051
C 3.743993 -1.180405 0.323595 -0.001 -0.047 0.037
P 2.752509 0.109815 1.171337 -0.268 0.022 0.050
C 2.528036 -0.488589 2.887631 -0.075 0.064 0.025
C 2.174626 0.474463 3.840382 0.028 -0.014 0.000
C 1.821307 0.098519 5.127828 0.007 -0.003 0.001
C 1.816846 -1.243853 5.485733 -0.002 0.001 -0.001
C 2.175563 -2.206095 4.551093 0.002 -0.002 -0.002
C 2.522157 -1.833122 3.258665 0.019 -0.024 -0.014
C 3.805362 1.568081 1.393276 0.049 -0.023 -0.025
C 5.121561 1.395296 1.824673 -0.014 0.007 -0.012
C 5.938497 2.493697 2.025535 -0.005 -0.005 -0.009
C 5.444941 3.773963 1.805982 0.001 0.013 0.002
C 4.133014 3.953099 1.397976 0.007 -0.004 0.000
C 3.311124 2.853380 1.192180 0.005 -0.001 0.021
P 3.733919 0.385700 -2.075839 0.003 0.066 -0.038
C 1.943287 0.684050 -2.414606 0.005 -0.086 -0.055
C 1.224580 0.012202 -3.401655 0.045 0.024 0.017
C -0.105295 0.322979 -3.648420 -0.053 0.043 0.037
C -0.747513 1.301802 -2.903218 -0.004 -0.020 -0.027
C -0.046082 1.979784 -1.915939 0.026 0.036 0.037
C 1.293527 1.677419 -1.681185 -0.035 0.037 0.037
C 4.305513 -0.113811 -3.738320 0.017 -0.015 0.010
C 4.773611 0.910736 -4.560322 -0.002 -0.001 -0.006
C 5.198124 0.643586 -5.853130 -0.004 0.002 0.009
C 5.176477 -0.657008 -6.335309 -0.002 -0.006 -0.002
C 4.725986 -1.687372 -5.522558 0.004 0.000 -0.009
C 4.290312 -1.417215 -4.233214 -0.010 -0.005 0.011
H 2.741078 -1.800753 -1.504867 0.004 0.034 -0.012
H 4.490949 -1.840902 -1.559019 -0.002 -0.001 0.021
H 4.781747 -1.038464 0.627604 0.005 0.010 -0.026
H 3.417465 -2.133937 0.739432 0.040 0.013 -0.014
H 2.178491 1.524071 3.571685 0.007 0.012 -0.006
H 1.561168 0.856777 5.854747 -0.001 0.002 0.004
H 1.549485 -1.538133 6.491930 0.001 0.002 0.000
H 2.194564 -3.251960 4.828919 -0.003 0.002 0.000
H 2.783103 -2.605294 2.548330 -0.007 0.008 0.012
H 5.511380 0.402792 2.016074 0.020 0.012 0.011
H 6.958864 2.353538 2.356212 -0.001 -0.004 0.002
H 6.084210 4.632398 1.963868 0.001 -0.001 -0.003
H 3.741649 4.949624 1.243325 -0.006 -0.003 -0.001
H 2.279822 3.004098 0.910236 0.017 0.025 0.015
H 1.716997 -0.737145 -4.010377 0.006 -0.002 -0.004
H -0.639708 -0.188939 -4.439272 0.001 -0.001 -0.002
H -1.780137 1.552846 -3.108337 0.001 -0.001 0.000
H -0.511924 2.798191 -1.378918 0.022 -0.007 -0.031
H 1.858784 2.263559 -0.967427 -0.002 0.002 -0.032
H 4.810548 1.925838 -4.181620 -0.002 0.003 0.002
H 5.556781 1.449318 -6.479784 0.001 0.001 0.002
H 5.517380 -0.869048 -7.339928 -0.003 0.000 -0.001
H 4.713831 -2.704305 -5.892895 -0.001 0.001 0.001
H 3.938207 -2.237707 -3.619117 -0.008 0.005 -0.014
O -0.372553 -0.969177 -0.817218 0.054 0.192 0.078
C 0.213700 -2.007693 -0.375273 0.132 0.037 0.034
O 0.733005 -1.905609 0.783929 0.034 -0.104 -0.104
C 0.294248 -3.241717 -1.168467 -0.005 -0.009 -0.005
C 0.990119 -4.338790 -0.666347 -0.010 0.005 0.000
C 1.093022 -5.488720 -1.427684 -0.002 -0.002 0.002
C 0.492769 -5.500938 -2.673991 -0.039 -0.014 0.017
C -0.205214 -4.426137 -3.193185 0.006 -0.001 0.002
C -0.304124 -3.279218 -2.425255 0.019 -0.003 -0.003
N 0.606506 -6.731986 -3.496815 0.145 0.062 -0.056
O 1.182088 -7.674269 -3.000397 -0.040 -0.030 0.022
O 0.136606 -6.694379 -4.611520 -0.059 -0.020 0.011
H 1.444787 -4.284090 0.313426 -0.002 -0.001 0.004
H 1.621355 -6.363853 -1.080414 -0.003 0.001 0.004
H -0.650318 -4.500820 -4.174034 -0.005 0.001 0.003
H -0.833415 -2.409946 -2.789341 -0.008 0.010 -0.003
```
Forces are in eV/Å.

Properties
- ΔE to the lowest compared entry with this formula, charge and spin: 1.828 eV
- E_tot: -3653.35181 hartree
- Frontier orbital gap: 6.581 eV
- E_LUMO: -4.4190 eV
- HOMO energy: -11.00 eV
- Charge: +1
- Maximum force: 0.5 eV/A
- M: 742.5 u

The molecule's Löwdin atomic charges, reported in e, are given here: atom 1 (Ti): 1.157, atom 2 (N): 0.004, atom 3 (C): -0.078, atom 4 (C): -0.480, atom 5 (O): 0.134, atom 6 (N): -0.074, atom 7 (C): -0.079, atom 8 (C): -0.523, atom 9 (O): 0.158, atom 10 (O): -0.222, atom 11 (H): 0.100, atom 12 (H): 0.135, atom 13 (H): 0.141, atom 14 (H): 0.130, atom 15 (H): 0.143, atom 16 (H): 0.132, atom 17 (C): -0.384, atom 18 (C): -0.352, atom 19 (P): 1.049, atom 20 (C): -0.358, atom 21 (C): -0.094, atom 22 (C): -0.065, atom 23 (C): -0.067, atom 24 (C): -0.070, atom 25 (C): -0.101, atom 26 (C): -0.372, atom 27 (C): -0.083, atom 28 (C): -0.061, atom 29 (C): -0.059, atom 30 (C): -0.052, atom 31 (C): -0.095, atom 32 (P): 1.082, atom 33 (C): -0.365, atom 34 (C): -0.074, atom 35 (C): -0.072, atom 36 (C): -0.063, atom 37 (C): -0.088, atom 38 (C): -0.134, atom 39 (C): -0.402, atom 40 (C): -0.105, atom 41 (C): -0.073, atom 42 (C): -0.074, atom 43 (C): -0.075, atom 44 (C): -0.113, atom 45 (H): 0.066, atom 46 (H): 0.082, atom 47 (H): 0.083, atom 48 (H): 0.061, atom 49 (H): 0.111, atom 50 (H): 0.115, atom 51 (H): 0.113, atom 52 (H): 0.113, atom 53 (H): 0.095, atom 54 (H): 0.105, atom 55 (H): 0.112, atom 56 (H): 0.112, atom 57 (H): 0.115, atom 58 (H): 0.076, atom 59 (H): 0.106, atom 60 (H): 0.114, atom 61 (H): 0.117, atom 62 (H): 0.106, atom 63 (H): 0.075, atom 64 (H): 0.101, atom 65 (H): 0.109, atom 66 (H): 0.108, atom 67 (H): 0.107, atom 68 (H): 0.093, atom 69 (O): -0.049, atom 70 (C): -0.529, atom 71 (O): -0.115, atom 72 (C): -0.129, atom 73 (C): 0.020, atom 74 (C): 0.032, atom 75 (C): -0.112, atom 76 (C): 0.037, atom 77 (C): 0.030, atom 78 (N): -0.346, atom 79 (O): 0.101, atom 80 (O): 0.102, atom 81 (H): 0.125, atom 82 (H): 0.128, atom 83 (H): 0.130, atom 84 (H): 0.121